No. 1
Entry from the Open Molecules 2025 dataset: a 3-piece molecular cluster, C4H12O4 overall at a distorted geometry (ωB97M-V/def2-TZVPD).

Geometry as XYZ:
```
20
Properties=species:S:1:pos:R:3
C 0.775 3.257 -0.614
O 1.604 3.966 -1.382
C 0.701 1.707 -1.091
C -0.402 0.862 -0.411
C 0.170 -0.472 0.182
O -0.826 -1.392 0.469
H 1.077 3.203 0.465
H -0.313 3.602 -0.727
H 1.722 1.388 -0.860
H 0.505 1.876 -2.149
H -0.781 1.375 0.487
H -1.227 0.611 -1.080
H 0.750 -0.166 1.071
H 0.850 -0.910 -0.588
H -0.406 -2.986 -0.295
H -1.385 -4.008 0.209
O -0.531 -3.949 -0.271
H -0.320 -3.207 2.470
H -0.841 -2.047 1.614
O -1.122 -2.711 2.501
```

The HOMO-LUMO gap is 6.0 eV. The LUMO energy comes out at 6.382 eV. The value obtained for the HOMO energy is 0.355 eV. The calculation puts the relative energy (zero: lowest compared OMol25 entry of this formula, charge and spin) at 13.7 kcal per mole. Its charge is -2.

Atomic partial charges in e from the natural (NBO) method, atoms 1 to 5:
1. C 0.018
2. O -0.982
3. C -0.466
4. C -0.436
5. C -0.021

No. 2
Entry from the Open Molecules 2025 dataset: a 4-piece molecular cluster, C10H28Cl3O12P3 overall at a distorted geometry (ωB97M-V/def2-TZVPD).

Geometry as XYZ:
```
56
Properties=species:S:1:pos:R:3
C 1.510 2.228 -0.766
O 1.021 1.100 -0.021
P 1.970 0.015 0.619
O 1.220 -1.002 1.463
O 2.831 -0.609 -0.672
C 2.240 -1.435 -1.631
O 3.091 0.808 1.453
C 3.881 0.224 2.528
H 2.580 2.348 -0.600
H 1.113 3.072 -0.202
H 1.283 2.213 -1.832
H 2.603 -1.343 -2.654
H 1.192 -1.140 -1.585
H 2.279 -2.511 -1.457
H 3.592 0.731 3.449
H 4.958 0.194 2.365
H 3.484 -0.750 2.815
C -1.625 5.630 2.353
O -2.057 5.970 0.976
P -1.166 5.445 -0.290
O 0.330 5.512 -0.105
O -1.619 6.370 -1.549
C -2.977 6.523 -1.948
O -1.832 4.041 -0.501
C -1.523 3.238 -1.622
H -2.066 6.312 3.080
H -0.544 5.766 2.340
H -1.772 4.642 2.790
H -3.301 7.548 -1.765
H -3.623 5.810 -1.435
H -3.218 6.361 -2.998
H -2.428 3.020 -2.189
H -1.025 2.310 -1.340
H -0.761 3.748 -2.211
C -1.263 -3.827 2.941
O -1.186 -3.641 1.549
P -0.137 -4.536 0.649
O -0.226 -4.154 -0.783
O -0.365 -6.105 1.082
C -1.537 -6.788 0.935
O 1.288 -4.293 1.329
C 2.434 -4.564 0.491
H -0.453 -4.379 3.418
H -2.274 -4.169 3.161
H -1.202 -2.842 3.404
H -1.734 -6.790 -0.137
H -2.461 -6.398 1.362
H -1.417 -7.803 1.312
H 2.906 -5.426 0.963
H 3.093 -3.705 0.372
H 2.091 -4.893 -0.490
Cl -3.064 -1.835 -4.387
C -1.408 -1.678 -3.542
Cl -1.036 0.072 -3.170
Cl -0.221 -2.324 -4.659
H -1.469 -2.309 -2.655
```

As for the structure (SMILES): COP(=O)(OC)OC.COP(=O)(OC)OC.COP(=O)(OC)OC.ClC(Cl)Cl. The HOMO-LUMO gap is 10.8 eV. The LUMO energy comes out at 0.560 eV. The value obtained for the HOMO energy is -10.287 eV. The calculation puts the relative energy (zero: lowest compared OMol25 entry of this formula, charge and spin) at 47.1 kcal per mole. Its charge is 0.

Atomic partial charges in e from the natural (NBO) method, atoms 1 to 5:
1. C -0.273
2. O -0.818
3. P 2.553
4. O -1.088
5. O -0.816

No. 3
Entry from the Open Molecules 2025 dataset: C19H53Be2N4O9 as an isolated structure at a distorted geometry (ωB97M-V/def2-TZVPD).

Geometry as XYZ:
```
87
Properties=species:S:1:pos:R:3
Be -0.641 -4.230 2.856
Be 3.695 -1.330 4.271
O 0.611 0.047 1.598
C 0.980 -1.214 1.872
O 2.163 -1.456 2.234
O 0.103 -2.133 1.738
H -0.376 -0.081 1.512
C -0.021 2.936 -1.090
C -1.114 3.694 -0.276
C -1.573 5.006 -0.852
O -0.516 5.868 -1.113
C -0.911 7.023 -1.821
N -2.224 2.747 -0.175
H 0.879 3.554 -1.129
H -0.432 2.767 -2.090
H 0.179 1.937 -0.700
H -0.836 3.767 0.779
H -2.348 5.421 -0.190
H -2.181 4.839 -1.759
H -0.012 7.522 -2.178
H -1.338 7.788 -1.159
H -1.633 6.883 -2.628
H -2.432 2.519 -1.151
H -2.041 1.825 0.217
C -3.283 -1.323 -2.161
C -2.277 -0.981 -1.078
C -2.950 -0.740 0.252
O -2.087 -0.023 1.135
C -2.740 0.342 2.337
N -1.356 -2.144 -0.987
H -4.008 -0.514 -2.271
H -3.827 -2.222 -1.864
H -2.920 -1.523 -3.169
H -1.635 -0.120 -1.300
H -3.322 -1.614 0.801
H -3.871 -0.179 0.056
H -3.618 0.984 2.227
H -2.051 0.960 2.919
H -2.997 -0.510 2.974
H -0.681 -2.057 -0.234
H -0.905 -2.259 -1.886
C 2.605 -1.331 -1.862
C 3.377 -0.041 -1.537
C 2.921 1.063 -2.476
O 3.147 0.702 -3.807
C 2.522 1.532 -4.766
N 3.134 0.340 -0.148
H 1.531 -1.265 -1.680
H 3.122 -2.108 -1.290
H 2.755 -1.619 -2.904
H 4.438 -0.232 -1.705
H 3.462 2.000 -2.283
H 1.847 1.284 -2.339
H 2.806 1.091 -5.718
H 2.777 2.594 -4.726
H 1.434 1.420 -4.663
H 3.071 -0.510 0.416
H 2.172 0.660 -0.030
C -3.000 -5.631 -0.077
C -1.790 -5.346 0.813
C -0.503 -5.339 0.001
O 0.394 -4.907 0.942
C 1.728 -4.682 0.450
N -1.923 -4.035 1.484
H -3.019 -6.626 -0.521
H -3.109 -4.846 -0.824
H -3.868 -5.657 0.588
H -1.688 -6.169 1.527
H -0.564 -4.740 -0.913
H -0.356 -6.355 -0.379
H 1.734 -3.918 -0.324
H 2.162 -5.621 0.104
H 2.388 -4.387 1.263
H -2.858 -3.879 1.861
H -1.834 -3.268 0.790
C 3.823 1.834 2.708
O 4.416 1.201 3.849
H 3.655 2.895 2.902
H 4.489 1.732 1.848
H 2.847 1.477 2.398
H 5.068 1.828 4.186
C 0.126 3.193 3.446
O 0.752 1.946 3.720
H -0.951 3.037 3.306
H 0.206 3.838 4.316
H 0.484 3.727 2.563
H 0.619 1.343 2.979
```

The HOMO-LUMO gap is 1.7 eV. The LUMO energy comes out at -13.612 eV. The value obtained for the HOMO energy is -15.273 eV. The calculation puts the relative energy (zero: lowest compared OMol25 entry of this formula, charge and spin) at 0.0 kcal per mole. Its charge is +3.

Atomic partial charges in e from the Löwdin method, atoms 1 to 5:
1. Be 1.112
2. Be 1.137
3. O 0.079
4. C -0.721
5. O -0.075

No. 4
Entry from the Open Molecules 2025 dataset: C13H39ClIN3OP3Sn as an isolated structure at a distorted geometry (ωB97M-V/def2-TZVPD).

Geometry as XYZ:
```
62
Properties=species:S:1:pos:R:3
C -0.118 0.381 -1.927
I -2.065 -1.716 -0.583
H 0.555 0.726 -2.745
H 0.352 -0.374 -1.306
H -0.442 1.200 -1.295
Sn -1.999 -0.083 -3.453
P -0.082 -2.554 -2.525
C 1.534 -2.323 -1.628
C -0.415 -4.319 -2.150
H 0.348 -4.967 -2.609
H 0.929 -3.631 -4.447
H -1.403 -4.578 -2.555
H -0.302 -2.409 -4.933
H 1.370 -1.769 -0.691
H -0.449 -4.481 -1.062
C 0.540 -2.622 -4.256
H 2.003 -3.280 -1.367
H 1.340 -1.879 -4.409
H 2.217 -1.750 -2.272
P -3.197 1.315 -1.345
C -2.208 2.330 -0.162
C -3.771 2.586 -2.517
H -5.269 0.172 -0.834
H -5.261 1.854 -0.194
H -4.370 0.541 0.670
C -4.665 0.933 -0.318
H -4.019 2.076 -3.465
H -4.664 3.041 -2.066
H -2.909 2.934 0.438
H -1.557 3.022 -0.714
H -2.977 3.333 -2.681
H -1.589 1.675 0.472
Cl -3.688 -1.454 -4.646
C 1.830 3.009 1.113
N 2.281 1.614 1.241
C 3.216 1.332 0.135
P 1.130 0.456 1.652
O 0.011 0.070 0.756
N 2.091 -0.889 1.925
C 1.365 -2.138 2.198
C 3.360 -0.754 2.633
N 0.380 1.041 3.015
C 1.153 1.490 4.177
C -0.960 0.497 3.308
H 2.709 3.669 1.203
H 1.117 3.222 1.912
H 1.357 3.239 0.143
H 4.025 2.085 0.155
H 3.638 0.324 0.235
H 2.747 1.426 -0.858
H 0.503 -2.215 1.528
H 2.049 -2.960 1.907
H 1.033 -2.233 3.254
H 4.039 -1.521 2.222
H 3.792 0.246 2.475
H 3.239 -0.942 3.717
H 0.517 2.194 4.746
H 1.469 0.652 4.837
H 2.066 2.020 3.855
H -1.577 1.336 3.662
H -1.391 0.122 2.373
H -0.950 -0.322 4.055
```

The HOMO-LUMO gap (alpha / beta) is 2.6 / 2.6 eV. The LUMO energy (alpha / beta) comes out at -13.403 / -13.414 eV. The value obtained for the HOMO energy (alpha / beta) is -16.021 / -16.008 eV. Its charge is +3.

Atomic partial charges in e from the natural (NBO) method, atoms 1 to 5:
1. C -0.646
2. I 0.278
3. H 0.216
4. H 0.261
5. H 0.254

In a.u., the E values for the records above are, in order, -460.4756; -3705.5410; -1680.0612; -2753.3463.